108
Properties=species:S:1:pos:R:3:forces:R:3:mulliken_charge:R:1 method="wB97M-V/def2-TZVPD" homo_ev=-8.6 multiplicity=1 total_charge=0 homo_lumo_gap_ev=8.99 e_above_lowest_kj_mol=220.6
C 1.008678 5.180195 2.495238 0.0 -0.2 -0.7 -1.60
C 1.150088 3.755415 1.872661 1.6 2.2 0.0 0.84
C 2.607784 3.440809 1.542282 -0.4 0.0 -0.6 -1.30
O 0.707692 2.838910 2.797361 -1.5 -1.6 0.9 -0.57
H -0.001412 5.587835 2.535654 -0.3 -0.6 0.2 0.36
H 1.525280 5.954537 1.928123 0.5 -0.2 0.0 0.44
H 1.426416 5.115451 3.499934 0.0 0.3 0.1 0.34
H 0.615188 3.659003 0.927839 -0.5 -0.1 0.2 -0.01
H 2.915123 4.212962 0.836995 0.5 -0.3 -0.1 0.37
H 2.628798 2.446676 1.095792 0.1 0.0 -0.4 0.25
H 3.289883 3.374677 2.389903 -0.1 0.5 0.3 0.44
H 1.366941 2.743342 3.488636 0.1 0.0 0.1 0.32
C 3.848428 3.363296 -2.250633 -0.5 0.0 0.0 -1.33
C 2.357565 3.355888 -2.696000 1.2 1.0 -0.1 1.18
C 2.200583 4.153564 -3.973869 0.3 0.7 0.2 -1.57
O 1.923350 2.079030 -2.947852 -0.1 -2.1 -0.9 -0.73
H 3.997301 2.777095 -1.343825 -0.1 0.0 0.1 0.15
H 4.250153 4.361420 -2.076068 -0.2 0.1 0.1 0.42
H 4.476661 2.920548 -3.023551 -0.2 -0.1 -0.1 0.36
H 1.695194 3.757857 -1.929337 0.1 0.5 0.3 -0.05
H 1.269795 3.989550 -4.516854 -0.1 0.0 0.3 0.35
H 3.017134 3.986925 -4.676424 0.1 -0.2 0.1 0.33
H 2.275356 5.192794 -3.653714 -0.2 0.2 -0.4 0.40
H 2.103401 1.505464 -2.199383 -0.2 -0.1 0.5 0.03
C -4.143506 2.187767 3.706178 0.6 -0.5 -0.6 -1.34
C -2.782263 2.534171 3.081630 -0.2 1.2 0.7 1.27
C -2.863083 3.029789 1.674451 -0.4 -0.2 -1.0 -0.67
O -2.161179 3.561964 3.876793 -0.2 -0.3 0.4 -0.69
H -3.976248 1.831246 4.722554 -0.1 0.1 0.0 0.33
H -4.540301 1.369195 3.105688 -0.2 -0.2 0.1 0.16
H -4.914480 2.958103 3.689456 0.4 0.4 0.0 0.39
H -2.159372 1.639730 3.091070 0.1 -0.2 0.2 -0.15
H -3.535920 3.878413 1.551050 -0.3 -0.1 0.2 0.38
H -3.184195 2.180725 1.071061 -0.3 0.2 -0.4 0.05
H -1.926593 3.380236 1.240533 0.4 -0.2 0.3 0.01
H -1.220576 3.503297 3.693962 0.3 0.1 -0.1 0.32
C 4.223057 -1.432112 -0.999794 -1.1 0.0 0.2 -1.48
C 4.483855 -0.133434 -0.229828 0.4 -0.5 1.4 2.10
C 4.610322 -0.311498 1.272232 1.3 -1.7 0.9 -1.72
O 5.746292 0.394110 -0.621957 -0.2 0.7 -0.5 -0.59
H 3.657395 -2.109526 -0.360078 -0.1 -0.1 0.0 0.05
H 5.105344 -1.976608 -1.336204 0.4 0.2 0.5 0.57
H 3.641080 -1.326479 -1.915356 -0.1 0.4 0.0 0.53
H 3.656610 0.572168 -0.152981 -0.1 0.5 -1.9 -0.90
H 5.397430 -1.044069 1.450816 0.2 -0.4 0.0 0.43
H 3.751266 -0.721153 1.803564 -0.4 0.3 -0.3 0.22
H 5.015177 0.554203 1.796401 -0.5 0.4 -0.3 0.37
H 6.078819 -0.170325 -1.323707 0.1 0.2 0.0 0.39
C 0.836338 -4.599506 0.770928 0.8 0.1 -1.1 -1.30
C 1.288801 -4.839720 2.171210 0.2 0.3 -0.6 0.49
C 2.065475 -3.610963 2.695150 -0.2 -0.2 0.2 -1.22
O 0.106294 -5.121599 2.886397 -0.6 0.4 1.7 -0.62
H 0.329689 -5.448884 0.312686 -0.4 -0.2 0.3 0.48
H 1.713696 -4.493342 0.132904 0.0 0.6 -0.2 0.33
H 0.197928 -3.716058 0.763743 0.1 0.0 -0.3 0.22
H 1.915265 -5.730331 2.220710 0.4 0.0 0.1 0.26
H 2.958713 -3.430181 2.097185 0.2 -0.6 0.0 0.40
H 2.367520 -3.723595 3.736388 0.0 -0.1 0.0 0.41
H 1.563863 -2.649291 2.587160 -0.7 -0.2 0.1 0.11
H -0.451463 -5.695048 2.355669 0.1 -0.1 -0.1 0.32
C -4.747904 -0.727015 0.477722 2.4 0.6 -0.2 0.50
O -4.887685 -0.872675 1.660770 -1.3 -0.6 3.2 -0.74
N -3.533848 -0.459280 0.001272 0.7 0.5 -0.5 0.04
N -5.693931 -0.806409 -0.409793 -3.3 -0.3 -2.3 -0.39
H -3.396408 -0.393248 -0.997155 0.7 -0.2 0.3 0.15
H -2.850622 -0.555725 0.738832 0.5 0.1 -0.6 -0.12
H -6.637034 -0.968574 -0.086743 0.3 0.1 -0.1 0.26
H -5.551851 -0.535761 -1.372430 0.0 -0.1 0.3 0.16
C -1.834117 1.395390 -3.463622 -2.2 0.4 -2.4 0.57
O -2.955609 1.433640 -3.976105 -0.4 0.8 0.2 -0.80
N -0.895059 2.304665 -3.546601 0.3 3.2 -0.6 -0.18
N -1.362230 0.335513 -2.936631 1.3 -5.2 2.8 0.16
H 0.039306 2.039671 -3.269378 0.3 0.9 -0.3 0.27
H -1.210723 3.110569 -4.067136 0.9 0.2 0.2 0.25
H -1.915749 -0.507826 -2.886776 -0.1 0.1 0.0 0.10
H -0.454386 0.312974 -2.494576 -0.3 0.1 0.0 -0.11
C -3.099729 -3.193191 -2.832267 0.1 -0.8 0.6 0.51
O -2.905554 -2.036891 -2.560606 -0.3 2.1 0.0 -0.68
N -4.198313 -3.800450 -3.183674 -4.1 0.5 -1.2 -0.44
N -2.201499 -4.124177 -2.698510 3.8 -1.1 0.7 -0.34
H -4.147965 -4.804659 -3.279225 -1.0 0.6 -0.3 0.13
H -4.969218 -3.191681 -3.418643 -0.3 -0.8 -0.1 0.26
H -1.325634 -3.702154 -2.424897 0.9 -1.1 0.1 0.14
H -2.397753 -5.091685 -2.911865 0.8 0.4 0.2 0.18
C 0.751559 -2.372286 -3.305297 -0.1 -0.1 -1.1 0.59
O 0.449442 -3.031097 -2.328391 -0.3 -1.0 1.4 -0.75
N 0.511461 -2.776939 -4.548381 -0.4 -0.9 -1.1 -0.44
N 1.315362 -1.190364 -3.231559 1.0 1.3 1.0 0.14
H 0.258974 -3.753200 -4.605450 0.0 0.3 -0.7 0.31
H 0.886105 -2.211587 -5.296800 -0.3 -0.8 -0.2 0.14
H 1.543320 -0.638717 -4.046304 0.0 0.2 0.6 0.13
H 1.532109 -0.961833 -2.271934 0.3 1.1 -0.3 -0.45
C -2.215674 -1.920454 3.299688 0.2 1.3 -1.3 0.28
O -1.787355 -1.608607 2.205608 0.4 0.5 -2.4 -0.44
N -3.113935 -1.272320 3.960623 -3.7 3.1 1.6 -0.31
N -1.748733 -2.883271 3.981323 2.4 -4.6 2.3 -0.37
H -3.845453 -0.839363 3.415155 -0.1 0.3 -0.2 0.24
H -3.388591 -1.593224 4.878063 -0.1 0.1 -0.4 0.18
H -1.202506 -3.566372 3.476237 0.4 -0.3 0.5 0.20
H -2.247164 -3.107972 4.830536 0.6 -0.6 -0.3 0.16
C 0.302760 -0.026306 -0.011002 0.7 0.5 1.7 -0.29
O 1.058938 0.635670 -0.716395 0.9 0.3 -1.5 0.16
N -0.223544 -1.188987 -0.287389 -1.2 -2.1 -1.6 1.39
N 0.053835 0.308093 1.251117 -0.2 1.5 1.7 0.12
H -0.963464 -1.535756 0.306209 0.2 -0.3 0.0 0.09
H -0.047494 -1.666593 -1.159744 -0.2 -0.1 0.2 -0.34
H 0.423022 1.164076 1.639824 -0.2 0.0 -0.2 0.32
H -0.675883 -0.168249 1.761731 0.1 -0.1 0.2 -0.37

***

108
Properties=species:S:1:pos:R:3:forces:R:3:mulliken_charge:R:1 method="wB97M-V/def2-TZVPD" homo_ev=-8.2 multiplicity=1 total_charge=0 homo_lumo_gap_ev=7.67 e_above_lowest_kj_mol=1301.7
C -3.557000 15.697000 18.885000 4.9 1.3 -5.0 0.35
O -2.872000 16.207000 17.761000 -3.6 -2.5 5.9 -0.73
N -2.961000 15.073000 19.889000 2.2 0.8 -0.4 -0.17
N -4.869000 15.591000 18.946000 -4.2 1.9 0.3 -0.43
H -1.937000 15.089000 19.729000 -0.7 -0.3 1.0 0.23
H -3.413000 14.518000 20.614000 0.2 0.4 -0.3 0.18
H -5.369000 15.968000 18.132000 0.3 0.0 0.6 0.27
H -5.340000 15.790000 19.873000 0.9 -0.3 -1.6 0.33
C 0.152000 14.016000 18.863000 8.8 -2.5 3.1 0.46
O 1.519000 13.777000 19.357000 -6.8 1.5 -2.4 -0.79
N -0.337000 15.164000 18.584000 -0.2 3.7 -0.4 -0.31
N -0.665000 13.055000 18.710000 -2.6 -4.0 -0.1 0.57
H 0.282000 15.914000 18.736000 0.6 1.1 -0.1 0.19
H -1.161000 15.310000 18.015000 -0.2 0.3 -0.3 0.19
H -0.378000 12.123000 19.104000 -0.3 1.6 -0.5 -0.19
H -1.660000 13.223000 18.492000 0.7 -0.3 0.1 -0.25
C -0.496000 9.932000 19.640000 -0.6 -3.8 6.3 0.27
O -0.450000 9.168000 20.770000 -0.4 3.1 -5.3 -0.73
N -1.524000 10.235000 18.936000 -5.1 -2.2 -1.2 0.80
N 0.464000 10.723000 19.311000 6.2 1.6 -0.2 -0.32
H -2.348000 9.694000 19.195000 -0.1 0.3 -0.3 -0.01
H -1.712000 10.967000 18.263000 0.6 0.1 0.3 -0.36
H 1.183000 10.734000 20.010000 0.7 0.1 -0.1 0.24
H 0.794000 10.933000 18.366000 -0.4 -0.3 0.5 0.33
C -4.589000 12.138000 18.100000 7.7 0.6 -0.7 -0.12
O -3.265000 12.405000 17.946000 -5.7 -1.0 0.6 -0.31
N -5.421000 12.944000 18.621000 -1.0 3.3 1.3 3.44
N -5.118000 10.968000 17.870000 0.6 -4.6 -1.4 1.02
H -5.078000 13.880000 18.816000 -0.5 0.0 0.0 -1.48
H -6.325000 12.667000 18.927000 -0.4 -0.1 0.0 -1.61
H -4.537000 10.164000 17.572000 -0.2 1.1 0.2 -1.06
H -6.041000 10.860000 17.522000 -0.8 0.5 -0.3 -0.93
C -4.907000 8.474000 19.973000 5.7 1.7 -1.6 0.37
O -3.663000 8.787000 19.553000 -6.0 -1.3 1.5 -0.65
N -5.145000 7.291000 20.411000 0.5 -3.5 0.9 -0.27
N -5.935000 9.286000 19.891000 -2.8 2.0 0.5 0.37
H -4.360000 6.688000 20.358000 0.7 -0.6 0.2 0.33
H -5.918000 6.942000 20.930000 -0.6 0.3 0.1 0.19
H -5.617000 10.124000 19.361000 -1.0 0.0 0.6 -0.40
H -6.958000 9.061000 20.206000 3.1 0.7 -0.6 0.27
C -7.503000 9.078000 16.676000 2.4 -1.6 -7.9 0.34
O -7.494000 9.135000 15.277000 -0.8 -0.1 7.4 -0.71
N -8.252000 9.742000 17.482000 -3.3 2.7 2.5 -0.26
N -6.620000 8.356000 17.336000 1.3 -1.8 -0.5 -0.25
H -8.993000 10.199000 16.981000 -0.4 0.5 0.6 0.25
H -8.254000 9.640000 18.536000 -0.3 0.0 -2.4 0.19
H -6.102000 7.718000 16.766000 0.4 -0.1 0.2 0.25
H -6.415000 8.488000 18.316000 -0.2 -0.3 -0.4 0.16
C -6.319000 14.991000 13.974000 0.1 -1.0 0.8 -1.17
C -4.887000 15.346000 14.305000 -4.9 -0.2 9.1 -0.15
C -4.406000 14.444000 15.451000 -0.9 -0.4 0.6 -0.22
O -4.009000 15.261000 13.452000 6.7 -1.2 -8.5 -0.46
H -6.921000 15.313000 14.818000 -0.2 -0.5 0.2 0.13
H -6.535000 13.929000 13.667000 0.4 1.0 0.4 0.20
H -6.625000 15.641000 13.233000 -0.8 1.2 -2.2 0.63
H -4.817000 16.362000 14.705000 -1.1 0.6 0.6 0.34
H -3.400000 14.592000 15.774000 0.9 0.4 -0.4 0.56
H -4.502000 13.391000 15.132000 -0.2 0.3 0.3 0.18
H -4.942000 14.671000 16.380000 -0.4 -0.5 -0.2 -0.69
H -4.300000 15.793000 12.723000 0.5 0.3 -1.2 0.42
C -7.891000 11.397000 21.518000 0.9 1.5 -0.5 -1.38
C -6.576000 12.181000 21.842000 -1.2 0.0 -6.7 2.17
C -6.547000 13.632000 21.492000 -1.8 1.2 -1.3 -0.30
O -6.271000 12.097000 23.053000 2.8 -0.9 9.7 -0.67
H -8.684000 12.057000 21.867000 -0.5 -0.5 0.1 0.45
H -7.853000 10.432000 22.016000 -0.2 0.0 0.1 0.40
H -7.983000 11.279000 20.409000 0.0 0.1 0.8 -0.11
H -5.800000 11.699000 21.287000 0.6 -0.5 -1.4 -0.87
H -7.089000 13.784000 20.565000 -0.3 0.4 -0.3 0.19
H -5.563000 14.022000 21.322000 0.7 -0.1 0.3 -0.43
H -7.043000 14.234000 22.272000 0.1 -0.3 -0.2 0.45
H -5.387000 12.522000 23.249000 -1.4 -0.8 -0.4 0.39
C -1.154000 12.705000 21.750000 1.5 0.0 1.8 -1.61
C -2.646000 12.513000 21.656000 4.8 -6.6 -5.4 2.90
C -3.084000 11.152000 22.095000 1.0 -2.9 -0.7 -0.98
O -3.346000 13.336000 22.275000 -5.3 7.6 4.5 -0.64
H -0.741000 12.675000 22.815000 -0.8 -0.1 -1.0 0.41
H -0.848000 13.664000 21.371000 0.0 0.6 -0.2 0.39
H -0.559000 11.979000 21.200000 -0.3 -0.1 0.1 0.16
H -2.805000 12.624000 20.545000 -0.4 -0.3 0.7 -1.51
H -4.051000 10.857000 21.719000 -0.5 0.2 -0.3 -0.06
H -3.171000 11.042000 23.177000 0.3 0.3 0.2 0.41
H -2.412000 10.331000 21.737000 -0.3 0.6 0.3 0.17
H -3.065000 13.395000 23.191000 0.1 0.2 0.3 0.54
C -7.780000 12.844000 16.188000 1.3 -1.5 0.2 2.04
C -8.899000 13.627000 16.800000 1.5 -4.4 4.1 0.06
C -8.569000 13.933000 18.291000 0.0 0.4 -0.5 -0.35
O -9.134000 14.655000 16.077000 -1.1 6.3 -3.5 -0.49
H -7.479000 11.975000 16.848000 -0.7 0.7 -1.1 -1.53
H -6.815000 13.368000 16.022000 -0.9 0.2 0.2 -1.17
H -8.196000 12.546000 15.220000 0.7 -0.6 0.0 0.62
H -9.795000 13.029000 16.725000 -0.3 -1.1 0.8 0.48
H -7.666000 14.565000 18.388000 -0.4 -0.1 -0.3 -0.01
H -8.347000 13.012000 18.819000 -0.1 -0.3 0.1 -0.30
H -9.393000 14.415000 18.809000 -0.1 0.2 0.0 0.34
H -10.002000 14.614000 15.681000 -0.1 0.3 -0.1 0.40
C -2.726000 10.546000 15.633000 0.7 0.4 0.7 -0.94
C -3.092000 9.126000 16.094000 -7.7 5.4 -0.9 4.09
C -4.244000 8.627000 15.255000 -1.2 1.9 0.3 -2.04
O -2.211000 8.261000 15.974000 7.8 -5.8 0.4 -0.69
H -3.499000 11.302000 15.742000 -0.3 -0.3 -0.1 -0.28
H -2.311000 10.625000 14.628000 0.0 -0.4 0.0 0.53
H -1.978000 10.887000 16.347000 0.4 0.2 -0.3 0.16
H -3.388000 9.162000 17.143000 -0.4 0.3 0.4 -2.06
H -5.002000 9.394000 15.256000 -0.6 0.3 -0.1 0.35
H -4.776000 7.763000 15.642000 0.8 -0.6 -0.6 0.33
H -3.892000 8.655000 14.238000 0.0 -1.0 -0.5 0.47
H -1.744000 8.356000 16.807000 1.3 -0.8 -0.1 0.53